# 1
{
  "formula": "C9H19N3O2S",
  "method": "the ωB97M-V functional and the def2-TZVPD basis",
  "lumo_ev": [0.01, 0.01],
  "e_tot_ev": -29036.92399,
  "relative_energy_kj_mol": 504.9,
  "homo_lumo_gap_ev": [6.5, 6.5],
  "species": ["C", "C", "C", "C", "C", "C", "C", "C", "C", "N", "N", "N", "O", "O", "S", "H", "H", "H", "H", "H", "H", "H", "H", "H", "H", "H", "H", "H", "H", "H", "H", "H", "H", "H"],
  "coordinates": [[1.177, 0.729, -0.425], [1.404, -3.160, 0.504], [1.781, 1.107, -1.792], [-2.135, -1.356, -1.019], [-3.087, 0.913, -0.773], [3.256, 1.585, 0.396], [1.911, 0.346, 1.879], [-1.091, 0.344, 0.472], [-2.414, -0.256, -0.018], [-3.238, -0.571, 1.071], [1.906, 0.937, 0.619], [-0.098, 0.313, -0.530], [1.025, -4.066, 1.104], [1.845, -2.407, -0.234], [-0.985, 1.442, 1.738], [2.721, 0.466, -1.922], [2.122, 2.186, -1.786], [1.063, 1.161, -2.530], [-3.133, -1.726, -1.208], [-1.781, -1.123, -2.082], [-1.598, -2.252, -0.614], [-2.733, 0.962, -1.719], [-4.161, 0.737, -0.619], [-3.000, 1.808, -0.273], [3.678, 1.101, -0.545], [3.120, 2.617, 0.135], [3.960, 1.545, 1.186], [1.799, 1.125, 2.652], [0.973, -0.147, 1.903], [2.918, -0.192, 2.096], [-0.344, -1.536, 1.077], [-2.677, -0.999, 1.763], [-0.276, -0.347, -1.242], [-3.909, -1.283, 0.736]]
}

=====

# 2
{
  "formula": "C9H19N3O3",
  "method": "the ωB97M-V functional and the def2-TZVPD basis",
  "lumo_ev": 0.43,
  "e_tot_ev": -20250.96849,
  "relative_energy_kj_mol": 409.9,
  "homo_lumo_gap_ev": 9.5,
  "species": ["C", "C", "C", "C", "C", "C", "C", "C", "C", "H", "H", "H", "H", "H", "H", "H", "H", "H", "H", "H", "H", "H", "H", "H", "H", "H", "H", "H", "N", "N", "N", "O", "O", "O"],
  "coordinates": [[0.239, -0.399, -0.464], [-1.203, -0.841, -0.192], [1.317, -1.312, 0.165], [2.663, -1.232, -0.462], [3.370, 0.128, -0.793], [3.896, 0.674, 0.583], [-3.540, -0.209, -0.105], [-4.422, 1.071, -0.254], [-3.918, -0.962, 1.198], [0.855, 1.237, 0.856], [0.584, 1.741, -1.110], [0.469, -0.201, -1.544], [1.035, -2.307, -0.126], [1.279, -1.123, 1.328], [2.436, -1.693, -1.458], [3.306, -1.921, 0.048], [4.241, 0.053, -1.506], [2.492, 0.823, -1.230], [4.375, -0.119, 1.059], [2.882, 0.992, 0.992], [3.950, 2.750, 0.420], [5.432, 1.898, -0.327], [-1.913, 1.190, -0.053], [-3.660, -0.916, -0.995], [-3.313, -1.899, 1.294], [-4.945, -1.281, 1.400], [-3.512, -0.292, 2.011], [-6.060, -0.015, -0.249], [0.337, 1.001, -0.090], [4.702, 1.850, 0.569], [-2.127, 0.170, -0.221], [-1.557, -1.996, -0.211], [-3.967, 2.222, -0.083], [-5.723, 0.919, -0.448]]
}

=====

# 3
{
  "formula": "C9H19N3O4",
  "method": "the ωB97M-V functional and the def2-TZVPD basis",
  "lumo_ev": 0.24,
  "e_tot_ev": -22300.46753,
  "smiles": "NCCCC[C@H](N)C(=O)N[C@@H](CO)C(=O)O",
  "relative_energy_kj_mol": 156.8,
  "homo_lumo_gap_ev": 9.8,
  "species": ["C", "C", "C", "C", "C", "C", "C", "C", "C", "H", "H", "H", "H", "H", "H", "H", "H", "H", "H", "H", "H", "H", "H", "H", "H", "H", "H", "H", "N", "N", "N", "O", "O", "O", "O"],
  "coordinates": [[0.000, 1.389, 0.311], [1.411, 1.865, 0.023], [-0.770, 1.210, -0.978], [-2.275, 1.007, -0.712], [-2.610, -0.235, 0.140], [-2.705, -1.488, -0.667], [2.626, -0.375, 0.688], [3.551, -1.161, -0.334], [1.513, -1.341, 1.239], [-0.665, 3.312, 0.513], [0.075, 2.820, 1.863], [-0.056, 0.518, 0.941], [-0.411, 0.343, -1.564], [-0.690, 2.081, -1.609], [-2.775, 0.992, -1.663], [-2.541, 1.906, -0.209], [-1.833, -0.434, 0.973], [-3.568, 0.042, 0.641], [-3.675, -1.367, -1.342], [-1.797, -1.456, -1.349], [-1.952, -3.199, 0.130], [-3.499, -3.252, -0.295], [3.256, 1.569, 0.075], [3.288, -0.301, 1.526], [1.854, -2.298, 1.541], [1.050, -0.770, 2.064], [0.705, -1.150, -0.482], [3.318, 0.323, -1.385], [-0.553, 2.491, 1.147], [-2.803, -2.670, 0.179], [2.447, 0.958, 0.177], [1.678, 3.014, -0.389], [4.083, -2.235, -0.083], [0.467, -1.580, 0.329], [3.856, -0.530, -1.439]]
}